[1]
Below is an isolated ion of composition C21H21O and charge +1 in a non-equilibrium geometry, with properties calculated with wB97M-V/def2-TZVPD.

HOMO level (eV): -10.76
Frontier orbital gap (eV): 5.062
Largest force on an atom (eV/A): 3.747
Charge: +1
Energy above the lowest of the compared OMol25 structures with the same formula, charge and spin (kJ/mol): 166.5
E_tot (Eh): -887.7044

Last column: Löwdin charge in e.
Positions of all 43 atoms, in Å:
O (-0.08, 2.45, 1.78)  0.0520
C (3.34, -1.98, -0.50)  -0.0151
C (-1.57, 0.79, -0.21)  -0.0339
C (-5.24, 0.11, -0.73)  -0.0340
C (1.86, 3.57, 2.38)  0.0313
C (2.14, -1.31, -0.20)  -0.0046
C (4.54, 0.11, -0.56)  -0.0209
C (-4.10, -2.04, -0.68)  -0.0304
C (2.14, 0.12, -0.10)  -0.1921
C (3.35, 0.81, -0.32)  -0.0744
C (1.06, 1.53, 1.55)  -0.1768
C (-5.30, -1.29, -0.72)  -0.2647
C (-6.63, -2.02, -0.81)  -0.0540
C (5.84, -2.04, -0.81)  -0.0433
C (-2.80, 0.03, -0.48)  -0.2232
C (-2.87, -1.38, -0.58)  -0.0200
C (-4.01, 0.74, -0.63)  -0.0371
C (2.29, 2.32, 1.88)  0.1116
C (-0.33, 0.28, -0.34)  -0.0519
C (4.55, -1.30, -0.65)  -0.2544
C (0.45, 3.53, 2.40)  0.0510
C (0.91, 1.04, 0.05)  -0.1973
H (5.70, -3.11, -0.85)  0.0763
H (-1.93, -1.95, -0.50)  0.1084
H (3.33, 1.88, -0.54)  0.1287
H (6.51, -1.83, 0.02)  0.0872
H (3.30, -3.06, -0.62)  0.1181
H (-1.70, 1.89, -0.14)  0.1294
H (-3.99, 1.82, -0.59)  0.1069
H (6.39, -1.76, -1.71)  0.0854
H (1.02, 1.97, -0.43)  0.1369
H (-7.23, -1.76, -1.70)  0.0896
H (-7.26, -1.78, 0.07)  0.0867
H (-6.49, -3.11, -0.81)  0.0778
H (0.96, 0.49, 1.93)  0.2095
H (-0.20, 4.25, 2.91)  0.1668
H (-4.17, -3.14, -0.73)  0.1173
H (-0.14, -0.63, -0.95)  0.1176
H (3.31, 1.93, 1.82)  0.1393
H (-6.18, 0.67, -0.79)  0.1220
H (2.55, 4.35, 2.85)  0.1580
H (1.21, -1.85, -0.28)  0.0980
H (5.47, 0.66, -0.68)  0.1225

---

[2]
Below is C21H22BrIrN4O3 as an isolated structure, with properties calculated with wB97M-V/def2-TZVPD.

HOMO level (eV): -13.20
Frontier orbital gap (eV): 5.051
Largest force on an atom (eV/A): 0.247
Charge: +2
Energy above the lowest of the compared OMol25 structures with the same formula, charge and spin (kJ/mol): 34.7
E_tot (Eh): -3935.8099

Last column: Löwdin charge in e.
Positions of all 52 atoms, in Å:
Ir (-0.56, 1.00, 0.23)  1.2509
Br (1.92, 0.86, 0.28)  0.9631
O (-2.08, -0.05, 0.25)  -0.3101
O (-4.66, -0.82, -0.56)  0.0875
O (-0.12, 7.57, -2.07)  -0.0978
N (-1.73, 0.10, 2.54)  0.0392
N (0.16, 5.27, -0.52)  -0.0340
N (-0.45, 0.27, 2.04)  -0.2044
N (-0.21, 2.89, -0.17)  -0.0750
C (-0.03, 4.03, -0.34)  -0.1765
C (-2.59, -0.52, 1.52)  -0.3133
C (4.96, 0.26, 1.23)  -0.0619
C (6.28, 0.51, 0.94)  -0.0443
C (-6.74, 0.37, 2.14)  -0.0451
C (-0.88, 6.29, -0.18)  -0.0538
C (7.11, 1.08, 1.90)  -0.0288
C (-4.03, -0.16, 1.70)  -0.1175
C (-4.49, 0.30, 2.95)  -0.0400
C (-6.31, -0.08, 0.91)  0.0113
C (0.78, 6.57, -2.50)  -0.1707
C (1.32, 5.79, -1.30)  -0.0573
C (0.64, 0.08, 2.69)  -0.1107
C (1.93, 0.38, 2.16)  -0.5015
C (-4.96, -0.36, 0.68)  -0.2569
C (-1.26, 7.02, -1.45)  -0.1688
C (4.44, 0.58, 2.49)  -0.2319
C (6.62, 1.37, 3.17)  -0.0381
C (-5.82, 0.55, 3.17)  -0.0669
C (3.07, 0.35, 2.88)  -0.0315
C (5.30, 1.10, 3.47)  -0.0105
H (0.28, 5.88, -3.20)  0.1379
H (-6.15, 0.90, 4.14)  0.1127
H (8.15, 1.27, 1.67)  0.1227
H (0.58, -0.34, 3.69)  0.1639
H (-1.72, 5.78, 0.29)  0.1404
H (-3.72, -0.95, -0.68)  0.0864
H (-3.79, 0.46, 3.76)  0.1053
H (-1.93, 7.84, -1.21)  0.1451
H (1.87, 6.46, -0.64)  0.1439
H (7.27, 1.79, 3.92)  0.1217
H (-7.79, 0.57, 2.30)  0.1194
H (-1.78, 6.34, -2.14)  0.1381
H (4.92, 1.31, 4.47)  0.1250
H (6.69, 0.24, -0.03)  0.1201
H (-2.43, -1.60, 1.48)  0.1753
H (-0.43, 6.97, 0.54)  0.1443
H (4.35, -0.25, 0.49)  0.0792
H (2.90, 0.16, 3.93)  0.1456
H (-1.72, -0.40, 3.43)  0.1548
H (-7.00, -0.24, 0.09)  0.1322
H (1.60, 7.06, -3.01)  0.1446
H (1.95, 4.96, -1.60)  0.1368

---

[3]
Below is C21H22BrN3O2RuS4Sb as an isolated structure, with properties calculated with wB97M-V/def2-TZVPD.

HOMO level (spin up / spin down) (eV): -4.97 / -5.07
Frontier orbital gap (spin up / spin down) (eV): 7.458 / 6.091
Largest force on an atom (eV/A): 0.225
Charge: -1
Energy above the lowest of the compared OMol25 structures with the same formula, charge and spin (kJ/mol): 0.0
E_tot (Eh): -5630.0669
Spin multiplicity: 5

Last column: Löwdin charge in e.
Positions of all 55 atoms, in Å:
Sb (0.88, -4.14, -2.94)  0.2818
Ru (0.23, -2.41, 0.05)  0.7921
Br (-6.22, -2.77, 2.15)  0.6685
S (2.50, -1.90, -0.53)  0.5264
S (0.51, -4.54, -0.36)  -0.0438
S (-0.58, -2.10, -2.65)  0.1690
S (-0.47, -5.62, -3.94)  -0.3463
O (-0.12, -0.36, 0.53)  -0.2847
O (0.51, -2.01, 2.39)  -0.1942
N (-0.27, -0.10, 1.82)  -0.2011
N (0.05, -0.90, 2.76)  -0.0148
N (1.52, 0.53, -3.17)  -0.2959
C (2.86, 0.48, -2.55)  -0.1800
C (-4.09, -1.90, 0.46)  -0.1420
C (2.96, 1.48, 1.63)  -0.0911
C (-2.16, -3.47, 1.67)  -0.1430
C (2.75, -0.19, -0.11)  -0.5933
C (-3.47, -3.51, 2.14)  -0.1442
C (1.61, 0.89, -4.57)  -0.1137
C (-4.42, -2.72, 1.52)  -0.7020
C (3.08, 2.48, 0.66)  -0.0915
C (-1.78, -2.65, 0.61)  -0.3279
C (-1.23, 2.93, 3.74)  -0.0914
C (0.50, 1.30, -2.48)  -0.1151
C (-1.28, 1.99, 1.13)  -0.0054
C (-0.77, 1.20, 2.15)  -0.1655
C (-1.74, 3.73, 2.73)  -0.1029
C (2.80, 0.16, 1.24)  -0.1317
C (-1.76, 3.25, 1.43)  -0.0807
C (3.06, 2.12, -0.68)  -0.0589
C (2.89, 0.80, -1.08)  -0.2614
C (-0.74, 1.66, 3.46)  -0.0225
C (-2.78, -1.86, 0.02)  -0.1491
H (-4.85, -1.29, -0.01)  0.0936
H (3.17, 2.89, -1.44)  0.1092
H (-0.34, 1.04, 4.24)  0.1046
H (3.25, -0.53, -2.70)  0.0889
H (2.31, 0.23, -5.08)  0.0859
H (-2.11, 4.72, 2.95)  0.0955
H (-1.20, 3.30, 4.76)  0.0990
H (-1.41, -4.08, 2.16)  0.0836
H (0.40, -1.21, -2.96)  -0.2451
H (3.54, 1.17, -3.07)  0.1138
H (0.67, 2.39, -2.52)  0.0886
H (-3.74, -4.15, 2.97)  0.0934
H (0.63, 0.77, -5.04)  0.0829
H (-1.29, 1.60, 0.12)  0.1030
H (2.69, -0.62, 1.99)  0.0898
H (-0.46, 1.08, -2.94)  0.0788
H (0.44, 0.99, -1.43)  0.0588
H (2.97, 1.74, 2.68)  0.1005
H (-2.15, 3.87, 0.63)  0.1015
H (3.20, 3.51, 0.96)  0.0943
H (-2.53, -1.20, -0.80)  0.0525
H (1.94, 1.93, -4.72)  0.0833

---

[4]
Below is C21H22BrN5O4SSiV as an isolated structure, with properties calculated with wB97M-V/def2-TZVPD.

HOMO level (eV): -11.06
Frontier orbital gap (eV): 5.777
Largest force on an atom (eV/A): 0.809
Charge: +1
Energy above the lowest of the compared OMol25 structures with the same formula, charge and spin (kJ/mol): 21.6
E_tot (Eh): -5593.7545

Last column: Löwdin charge in e.
Positions of all 56 atoms, in Å:
Br (-4.55, -3.65, 3.97)  0.7664
V (0.51, 2.12, 0.36)  0.8748
S (1.04, 1.84, 2.56)  0.7686
Si (3.58, 2.37, -0.89)  0.4643
O (-0.80, 1.42, -0.52)  -0.1645
O (2.00, 1.85, -0.29)  -0.3520
O (0.45, 3.82, -0.10)  -0.1474
O (-0.84, 5.40, -1.03)  0.1944
N (0.59, -0.49, 0.45)  0.0880
N (3.67, 0.76, 2.41)  0.1373
N (-1.31, 3.01, 1.60)  -0.0490
N (-2.37, -4.61, -1.62)  0.0998
N (-1.85, -3.73, -2.32)  0.0961
C (-2.49, -5.16, 0.72)  -0.0248
C (4.21, 3.48, 0.45)  -0.1380
C (3.14, 3.24, -2.46)  -0.1370
C (-2.97, -4.95, 2.01)  -0.1096
C (-1.61, -2.41, -1.83)  -0.2120
C (-2.90, -4.32, -0.31)  -0.2690
C (-4.36, -3.15, 1.18)  -0.1130
C (-0.35, -0.86, -0.46)  -0.1490
C (-2.02, -0.03, -2.00)  0.0392
C (0.23, -3.17, -0.28)  0.0288
C (1.18, -2.80, 0.63)  -0.0057
C (-0.70, 4.58, -0.19)  -0.4978
C (-2.26, -1.35, -2.42)  -0.0045
C (-3.86, -3.34, -0.09)  -0.0209
C (-1.09, 0.19, -1.03)  -0.2459
C (-1.70, 4.24, 0.89)  -0.0956
C (-3.89, -3.94, 2.23)  -0.6925
C (1.32, -1.44, 0.98)  -0.0804
C (4.51, 0.79, -1.10)  -0.1441
C (2.60, 1.20, 2.47)  -0.7318
C (-0.60, -2.18, -0.85)  -0.0767
H (-4.23, -2.75, -0.91)  0.1152
H (4.25, 2.96, 1.40)  0.0143
H (-1.13, 3.20, 2.58)  0.0742
H (-2.68, 4.15, 0.43)  0.1459
H (4.66, 0.30, -0.13)  0.0276
H (1.83, -3.53, 1.09)  0.1190
H (-2.05, 2.32, 1.56)  0.1155
H (3.99, 0.12, -1.77)  0.0446
H (-1.73, 5.09, 1.57)  0.1473
H (-2.98, -1.55, -3.20)  0.1289
H (0.12, -4.21, -0.57)  0.1216
H (3.59, 4.38, 0.54)  0.0477
H (2.40, 4.01, -2.28)  0.0402
H (4.03, 3.72, -2.87)  0.0510
H (2.07, -1.15, 1.70)  0.0957
H (5.23, 3.81, 0.21)  0.0528
H (-2.64, -5.57, 2.82)  0.1077
H (-1.80, -5.96, 0.52)  0.1210
H (2.76, 2.54, -3.21)  0.0471
H (-5.12, -2.41, 1.37)  0.1050
H (-2.56, 0.80, -2.45)  0.1322
H (5.50, 0.99, -1.52)  0.0492